*P*
11
Properties=species:S:1:pos:R:3:mulliken_charge:R:1 method="wB97M-V/def2-TZVPD" homo_energy_ev=-9.23 homo_lumo_gap_ev=9.846 smiles="O=C(CS)NS" e_lumo_ha=0.022
O 2.2519 0.0129 0.5957 -0.5617
C 1.0629 0.1937 0.4907 0.8024
C 0.4377 1.0933 -0.5285 -0.9096
S -0.2656 0.2628 -1.9320 -0.1343
N 0.1770 -0.5375 1.3377 -0.2768
S -1.5256 -0.6696 1.0334 -0.1474
H 1.1674 1.8217 -0.9053 0.3389
H -0.3618 1.7534 -0.1075 0.3378
H 0.9599 0.0476 -2.4829 0.1365
H 0.5919 -1.2723 1.9460 0.2773
H -1.9561 0.0957 2.0256 0.1368

=====

*Q*
11
Properties=species:S:1:pos:R:3:mulliken_charge:R:1 method="wB97M-V/def2-TZVPD" homo_energy_ev="-7.83 / -8.37" homo_lumo_gap_ev="7.391 / 7.671" e_lumo_ha="-0.016 / -0.026"
C 1.8702 -2.0473 0.2799 -0.0445
C -0.9404 -1.2765 -0.1850 -0.4549
N 2.2681 1.5572 -0.0066 -0.3009
O 1.0072 1.9694 0.3386 -0.3710
S 2.5991 -0.5326 0.3698 0.0237
S 0.3220 -2.6472 0.1413 0.0175
H -1.2838 -1.4883 -1.2593 0.2518
H -0.3722 -0.4007 -0.1568 0.0337
H -1.8099 -1.3672 0.4659 0.2729
H 2.3053 1.7750 -1.0085 0.2395
H 0.7506 1.7172 1.2490 0.3321

=====

*R*
11
Properties=species:S:1:pos:R:3:mulliken_charge:R:1 method="wB97M-V/def2-TZVPD" homo_energy_ev=-9.19 homo_lumo_gap_ev=7.539 e_lumo_ha=-0.061
C -1.2594 -0.4680 -0.3549 -0.5866
C 0.1207 -0.6284 0.3932 0.6546
H -1.5054 1.8833 -2.0373 0.0851
H -2.0072 0.2617 0.0653 0.2980
H -1.9489 -1.3119 -0.1053 0.2937
H 0.5571 1.3165 0.0976 0.2747
H 3.4836 -0.2330 1.0085 0.1796
N 1.0033 0.5068 0.3655 -0.3461
O 0.1184 -1.7211 0.9771 -0.5431
S -0.9561 -0.1671 -2.0526 -0.1755
S 2.3939 0.5613 1.6431 -0.1344

=====

Taking the most stable structure as the zero point, the relative energies in kcal/mol are *P* 0.0; *Q* 117.1; *R* 99.3.

=====

*P*
16
Properties=species:S:1:pos:R:3:mulliken_charge:R:1 method="wB97M-V/def2-TZVPD" homo_energy_ev=-9.41 homo_lumo_gap_ev=9.982 e_lumo_ha=0.021
H -2.8112 -1.1218 0.6820 0.2262
N -2.2318 -1.2544 -0.1397 -0.6535
C -1.4431 -0.3540 -0.4539 -0.2744
C -1.0126 1.0160 0.2912 -0.5225
C 0.5494 1.2598 0.1155 -0.7972
B 1.3672 -0.0497 0.6254 0.1196
C 1.6524 -1.1481 -0.4294 -0.7613
H -0.9176 -0.4926 -1.3329 0.6366
H -1.4498 0.9479 1.3401 0.3071
H -1.6061 1.7464 -0.2753 0.2938
H 0.7785 2.1090 0.6716 0.3821
H 0.7281 1.6316 -0.8925 0.3111
H 1.4467 -0.1669 1.7321 -0.1010
H 0.7373 -1.9217 -0.2513 0.2465
H 2.5636 -1.6782 -0.3423 0.3602
H 1.6490 -0.5233 -1.3405 0.2267

=====

*Q*
16
Properties=species:S:1:pos:R:3:mulliken_charge:R:1 method="wB97M-V/def2-TZVPD" homo_energy_ev="-8.31 / -8.23" homo_lumo_gap_ev="8.345 / 8.646" e_lumo_ha="0.001 / 0.015"
B -0.1838 -0.2005 -1.8933 -0.0737
C -0.7094 1.2090 -1.9168 -0.6352
C -0.5003 0.9485 0.6221 -1.4830
C -0.2333 -0.5264 0.6409 0.8342
C 1.0262 -0.7704 1.4885 -1.3948
N -0.0362 -0.9983 -0.7540 -0.3391
H 0.2411 -0.6893 -2.9522 -0.1104
H -0.2981 1.9886 -2.4871 0.3331
H -1.4940 1.6412 -1.4333 0.4020
H 0.2786 1.5125 0.8725 0.3862
H -1.4464 1.4373 0.7918 0.4613
H -1.1538 -0.9016 0.9480 0.2908
H 1.8587 -0.7964 0.9026 0.4016
H 0.8234 -1.7663 2.0078 0.3129
H 1.0712 -0.0236 2.1756 0.4143
H -0.0183 -2.0041 -0.7298 0.2000

=====

Taking the most stable structure as the zero point, the relative energies in kcal/mol are *P* 0.0; *Q* 30.5.

=====

*P*
9
Properties=species:S:1:pos:R:3:mulliken_charge:R:1 method="wB97M-V/def2-TZVPD" homo_energy_ev="-8.84 / -8.90" homo_lumo_gap_ev="7.156 / 7.130" e_lumo_ha="-0.062 / -0.065"
O -1.9026 1.0844 -0.8418 -0.5579
H -2.6815 1.2491 -0.3036 0.3476
C -1.3101 -0.7014 0.1032 -0.3479
C -0.8414 0.2059 0.9075 -0.0796
C -0.4762 1.4493 0.3740 0.0597
C 0.8079 1.6497 -0.0402 0.0436
O 1.6462 0.6363 -0.2316 -0.4992
Sn 0.7769 -1.0424 -0.0574 0.6622
H 1.0890 2.6134 -0.4856 0.3714

=====

*Q*
9
Properties=species:S:1:pos:R:3:mulliken_charge:R:1 method="wB97M-V/def2-TZVPD" homo_energy_ev="-7.54 / -7.47" homo_lumo_gap_ev="5.128 / 5.052" e_lumo_ha="-0.089 / -0.089"
O 2.7508 0.6740 -0.2145 -0.4417
C 1.6750 0.1876 0.1199 -0.0264
H 1.5760 -0.3588 1.0860 0.2692
C -1.3889 -1.1625 0.5468 -0.6167
C -0.5688 -0.5146 -0.2507 -0.0609
C 0.4139 0.3473 -0.6197 0.5135
O 0.3640 0.7803 -1.8737 -0.6400
Sn -2.5729 -0.1316 1.7162 0.6487
H -1.3583 -2.2638 0.5320 0.3542

=====

Taking the most stable structure as the zero point, the relative energies in kcal/mol are *P* 72.5; *Q* 0.0.